Molecular formula: CH4N4
Method: DFT, the ωB97M-V functional and the def2-TZVPD basis

ORCA input file:
```
! wB97M-V def2-TZVPD RIJCOSX def2/J DEFGRID3
* xyz 0 1
C -0.59233 -0.32332 0.74057
N 0.73896 -0.22693 0.73270
N 0.68255 -0.59405 -1.44588
N 1.37321 -0.59703 -0.28811
N -1.51644 0.52874 0.99477
H 1.20915 -1.05459 -2.15550
H 2.30820 -0.94672 -0.11871
H -2.57973 0.18206 0.99229
H -1.65586 1.54394 0.76155
*
```

HOMO-LUMO gap (spin up / spin down): 7.908 / 7.909 eV
ΔE to the lowest compared entry with this formula, charge and spin: 5.6984 eV